Molecular formula: C40H74Cl3F3O10
Method: DFT, the ωB97M-V functional and the def2-TZVPD basis

Calculated values
SMILES	C/C(Cl)=C(\Cl)c1c(CCCCl)cc2c(c1[C@@H](C)F)C(=O)C(CCCF)=C(C[C@H](C)F)C2=O.CCO.CCO.CCO.CCO.CCO.CCO.CCO.CCO
max |F|	4.90	eV/Å
HOMO	-8.67	eV
energy	-108863.732	eV
total charge	0

```
130
C40H74Cl3F3O10 (the ωB97M-V functional and the def2-TZVPD basis)
Cl -5.4490 -3.1183 -2.4332
Cl -1.6464 -3.3441 -4.1995
Cl 0.4012 -2.8724 -0.1447
F 6.1998 1.6417 -3.6582
F 0.2968 6.6373 -0.2514
F 3.2592 -1.2883 -2.3971
O 2.1243 -11.8626 -2.8442
O -3.1445 5.4641 8.4614
O 3.2707 1.3977 -3.3507
O -4.3617 -0.1960 3.1969
O 1.3748 -0.1225 3.2274
O -0.6301 4.3181 -1.7248
O -4.4047 2.7590 3.9346
O 3.5575 6.6571 2.4529
O 0.9391 0.3697 -6.9541
O 0.0829 -7.6449 -3.9586
C -0.2290 0.5063 -9.0589
C 3.7492 8.5842 3.8897
C 0.8571 5.7074 0.7279
C -3.2794 -0.7631 -1.7612
C -3.4191 -1.9716 -0.7162
C 1.0193 0.9468 -2.2912
C -0.0345 -0.1101 3.4263
C -6.6362 -0.8577 2.7776
C -0.2008 0.9223 -7.6014
C 2.1606 -1.3536 -4.7041
C -0.5396 -1.5145 3.6918
C 2.3110 -8.2273 -4.6702
C 1.6890 3.7034 -0.8839
C -3.6805 3.2866 5.0415
C 6.3863 2.2519 -2.3566
C 0.2226 3.4388 -1.4686
C 2.4523 1.6713 -2.4454
C -0.9396 6.2524 9.0370
C -0.2785 4.8364 1.4757
C 0.8251 -0.5601 -2.6038
C -1.7959 -0.1705 -1.9242
C 4.2707 7.2000 3.5587
C 2.0822 4.8440 0.1622
C -4.1827 4.6747 5.3838
C -5.2476 -1.3068 3.1881
C -1.5875 1.3331 -1.6023
C 1.9968 -1.5248 -3.0932
C 1.0486 -12.3698 -2.0630
C 5.2885 3.3793 -2.0121
C -2.4266 6.5471 9.0415
C -3.9858 -3.3361 -1.3406
C -0.8686 -2.6996 -2.6844
C 4.2538 2.9111 -0.8427
C 2.7288 2.8299 -1.3511
C -0.1319 1.8937 -1.7864
C 1.2660 -8.3411 -3.5788
C 1.5118 -12.6379 -0.6448
C -0.4055 -3.5798 -1.6467
C -0.5115 -5.1728 -1.6998
C -0.6314 -1.1272 -2.4017
H 4.5481 1.8143 -0.6119
H 4.7338 3.6842 -2.9735
H -3.6206 -1.0628 -2.8210
H -0.2496 0.5406 4.2767
H 0.6926 -13.0227 -0.0326
H 1.7235 0.7010 -7.4113
H -0.3128 -5.5336 -2.7616
H -3.8187 2.6107 5.8883
H 5.8809 4.2691 -1.5787
H 3.2268 -8.7528 -4.3899
H -0.2527 -0.5831 -9.1464
H 6.4000 1.3872 -1.5990
H -1.1038 0.9200 -9.5664
H 4.3857 3.4793 0.1344
H 4.1375 6.5280 4.4090
H -6.6134 -0.4002 1.7850
H -0.5850 6.0851 8.0167
H -1.3223 5.3231 1.3868
H 1.8945 -11.7221 -0.1868
H -3.6381 5.0873 6.2353
H -4.3286 -4.0090 -0.4682
H -4.1667 -1.6408 0.0849
H 2.3292 -13.3649 -0.6355
H 2.5509 -7.1783 -4.8638
H 0.6722 0.8483 -9.5764
H 1.7759 -2.6418 -2.9187
H 5.3357 7.2333 3.3083
H -2.6160 3.3081 4.7866
H -5.2485 4.6484 5.6257
H 0.6748 -13.2857 -2.5316
H -5.2600 -1.7559 4.1866
H -0.0512 -1.9371 4.5740
H -2.4095 -2.1140 -0.1758
H -2.9584 4.6754 8.9881
H -0.3087 -2.1755 2.8509
H 2.9030 -0.5223 -4.9539
H -0.2738 3.7315 1.1957
H 1.5571 -0.6922 2.4682
H 7.4560 2.6901 -2.3729
H 2.5776 4.3134 1.0612
H -7.3309 -1.7012 2.7614
H 0.2475 -11.6276 -2.0694
H -3.9597 0.1072 -1.4373
H 1.9376 -8.6475 -5.6088
H 1.0126 -9.3882 -3.3883
H -0.7239 5.3414 9.6030
H -1.5287 -5.4771 -1.2768
H -0.5109 0.3148 2.5370
H -4.8590 -2.0459 2.4834
H 2.8254 -12.5275 -2.8416
H -4.7096 0.4475 3.8308
H -3.2120 -3.9388 -1.9231
H -0.0306 4.8816 2.6061
H 2.9048 5.5458 -0.2488
H -0.1653 2.0121 -7.5068
H 3.8609 9.2550 3.0328
H 1.1085 -1.1554 -5.0981
H -2.7907 6.7042 10.0617
H 4.2852 9.0100 4.7413
H -1.6210 -1.5184 3.8500
H -4.2707 3.3562 3.1872
H 2.6830 8.5456 4.1273
H -7.0180 -0.1008 3.4688
H -2.6400 7.4448 8.4575
H 3.6880 7.2525 1.7024
H 2.4773 -2.3785 -5.1224
H -0.3762 7.0797 9.4751
H 0.2762 -5.5733 -0.9579
H -2.3869 2.0495 -1.2283
H -1.0915 0.5603 -7.0834
H 1.2967 6.3931 1.5482
H 1.6345 -7.9010 -2.6494
H -0.2414 -8.0453 -4.7760
H -4.0661 5.3498 4.5302
```